Record 1
CH5N2O2 | ωB97M-V/def2-TZVPD

gap between HOMO and LUMO	0.321	Ha
charge	-1
LUMO energy	4.572	eV
E_tot	-8195.6204	eV
energy above the lowest of the compared OMol25 structures with the same formula, charge and spin	0.0	kcal per mole

Each line ends with the Löwdin charge.
Cartesian coordinates (Å):
N -2.03 0.68 0.15  0.074
C -0.65 0.36 -0.02  -0.860
O 0.13 1.32 -0.16  -0.102
O -0.40 -0.87 -0.01  -0.122
H -2.35 1.56 -0.18  0.047
H -2.63 -0.12 0.02  0.047
N 2.55 -1.34 0.02  -0.011
H 2.99 -0.46 -0.21  -0.017
H 1.53 -1.12 0.04  -0.031
H 2.83 -1.55 0.97  -0.024

***

Record 2
C7H11NO | ωB97M-V/def2-TZVPD

gap between HOMO and LUMO (spin up / spin down)	0.233 / 0.245	Ha
LUMO energy (spin up / spin down)	0.866 / -1.759	eV
multiplicity	3
E_tot	-10968.6726	eV
energy above the lowest of the compared OMol25 structures with the same formula, charge and spin	24.5	kcal per mole

Each line ends with the Löwdin charge.
Cartesian coordinates (Å):
C -1.45 -0.42 -1.13  -0.156
C -2.43 0.14 -0.43  -0.232
C -1.22 1.19 1.21  0.000
C -0.01 -0.39 -0.70  -0.343
C 0.42 1.01 -0.14  -0.342
C 0.05 -1.59 0.25  -0.053
C 1.63 1.11 0.63  -0.059
N -2.30 0.69 0.76  0.025
O 0.22 1.92 -1.18  0.059
H -1.57 -0.84 -2.14  0.107
H -3.48 -0.15 -0.70  0.121
H -0.93 1.67 2.12  0.059
H 0.55 -0.70 -1.60  0.149
H -0.38 -2.42 -0.30  0.088
H -0.49 -1.27 1.13  0.079
H 1.07 -1.67 0.56  0.060
H 1.52 0.88 1.79  0.130
H 2.04 2.15 0.73  0.105
H 2.45 0.40 0.42  0.098
H -0.29 1.42 -1.84  0.103

***

Record 3
C3H7N4O | ωB97M-V/def2-TZVPD

gap between HOMO and LUMO (spin up / spin down)	0.275 / 0.324	Ha
charge	+1
LUMO energy (spin up / spin down)	-6.953 / -5.336	eV
E_tot	-11219.4006	eV
energy above the lowest of the compared OMol25 structures with the same formula, charge and spin	151.7	kcal per mole

Each line ends with the Löwdin charge.
Cartesian coordinates (Å):
C -0.64 1.04 0.08  -0.556
C -0.71 -0.38 0.45  -0.106
C 0.24 -1.16 -0.44  -0.121
N 0.39 1.65 -0.30  0.312
N 1.63 -1.01 -0.04  0.090
N 2.17 0.15 -0.05  -0.051
N -1.79 1.64 -0.04  0.167
O 3.26 0.52 0.23  0.208
H -0.40 -0.63 1.49  0.153
H -1.73 -0.80 0.38  0.144
H -0.05 -2.24 -0.20  0.173
H 0.11 -0.77 -1.38  0.106
H 2.24 -1.85 -0.01  0.206
H -2.58 1.25 0.32  0.071
H -2.12 2.58 -0.49  0.203

***

Record 4
C25H54NO10S | ωB97M-V/def2-TZVPD

gap between HOMO and LUMO	0.299	Ha
charge	+1
LUMO energy	-2.792	eV
E_tot	-59595.0379	eV

Each line ends with the Löwdin charge.
Cartesian coordinates (Å):
N 3.07 2.13 -0.38  0.217
C 3.06 3.65 -0.38  -0.118
C 1.70 4.26 -0.62  -0.175
C 0.95 3.78 -1.88  -0.197
C -0.07 2.66 -1.67  -0.209
S -1.33 3.10 -0.48  0.558
O -2.54 2.48 -0.87  -0.253
O -1.35 4.51 -0.36  -0.254
O -0.82 2.47 0.88  -0.149
H 3.49 1.78 0.49  0.116
H 3.59 1.76 -1.18  0.171
H 2.13 1.76 -0.42  0.135
H 3.47 3.97 0.56  0.133
H 3.76 3.97 -1.14  0.130
H 1.09 4.12 0.26  0.100
H 1.88 5.32 -0.70  0.124
H 0.39 4.63 -2.24  0.114
H 1.62 3.51 -2.68  0.122
H 0.35 1.69 -1.45  0.097
H -0.63 2.53 -2.58  0.114
H -1.49 2.74 1.54  0.120
C 0.65 8.62 1.17  -0.019
C 1.17 7.47 2.01  -0.506
O 2.26 6.98 1.80  0.047
C 0.27 6.96 3.10  -0.020
H 1.38 8.89 0.42  0.082
H -0.28 8.32 0.68  0.087
H 0.45 9.48 1.81  0.090
H -0.67 6.60 2.68  0.084
H 0.06 7.76 3.82  0.090
H 0.76 6.14 3.62  0.080
C -3.73 -0.46 -0.53  -0.029
C -4.42 -1.45 0.37  -0.503
O -3.82 -2.00 1.26  0.056
C -5.88 -1.72 0.12  -0.016
H -2.69 -0.37 -0.24  0.070
H -3.78 -0.80 -1.57  0.090
H -4.20 0.52 -0.46  0.073
H -6.03 -2.11 -0.88  0.090
H -6.46 -0.80 0.23  0.072
H -6.24 -2.45 0.84  0.086
C -1.30 -3.76 -0.86  -0.017
C -0.84 -3.10 -2.13  -0.511
O -0.35 -1.99 -2.13  0.030
C -1.02 -3.88 -3.41  -0.022
H -1.12 -3.10 -0.02  0.077
H -2.37 -3.97 -0.91  0.089
H -0.75 -4.69 -0.70  0.088
H -2.08 -4.10 -3.57  0.088
H -0.47 -4.82 -3.36  0.087
H -0.65 -3.30 -4.25  0.081
C 4.48 -0.79 3.38  -0.009
C 3.40 -0.34 2.45  -0.461
O 3.24 0.85 2.19  0.013
C 2.51 -1.38 1.85  -0.009
H 5.04 0.07 3.74  0.087
H 4.04 -1.31 4.23  0.100
H 5.16 -1.47 2.86  0.072
H 1.98 -1.93 2.63  0.102
H 3.10 -2.08 1.26  0.065
H 1.77 -0.90 1.20  0.076
C 5.88 -5.28 3.25  -0.009
C 4.79 -4.79 2.33  -0.484
O 4.64 -3.61 2.08  0.031
C 3.89 -5.81 1.70  -0.010
H 6.45 -4.43 3.62  0.083
H 5.43 -5.81 4.10  0.092
H 6.55 -5.96 2.72  0.092
H 3.35 -6.36 2.48  0.093
H 4.48 -6.51 1.10  0.095
H 3.17 -5.31 1.07  0.079
C 3.26 -3.49 -2.64  -0.015
C 4.10 -4.69 -2.29  -0.507
O 3.62 -5.80 -2.22  0.071
C 5.57 -4.46 -2.05  -0.021
H 2.23 -3.79 -2.78  0.066
H 3.30 -2.76 -1.82  0.076
H 3.63 -3.02 -3.55  0.089
H 5.70 -3.77 -1.21  0.079
H 6.04 -4.03 -2.94  0.087
H 6.05 -5.40 -1.82  0.083
C -10.24 1.02 -2.23  -0.024
C -9.51 0.28 -1.13  -0.507
O -9.15 -0.87 -1.28  0.065
C -9.27 1.02 0.16  -0.026
H -10.35 0.38 -3.09  0.082
H -11.22 1.33 -1.88  0.086
H -9.66 1.91 -2.52  0.085
H -10.22 1.33 0.60  0.086
H -8.66 1.91 -0.03  0.085
H -8.75 0.38 0.86  0.072

***

Record 5
C4H5P | ωB97M-V/def2-TZVPD

gap between HOMO and LUMO	0.336	Ha
LUMO energy	0.730	eV
E_tot	-13513.8120	eV
energy above the lowest of the compared OMol25 structures with the same formula, charge and spin	48.5	kcal per mole
SMILES string	C=CC#CP

Each line ends with the Löwdin charge.
Cartesian coordinates (Å):
C 0.48 -0.25 0.20  -0.120
C -1.60 0.70 -0.36  0.009
C -0.93 -0.36 0.03  -0.218
C 1.68 0.07 0.07  -0.377
P 3.46 0.25 0.00  0.713
H -2.67 0.67 -0.22  0.061
H -1.23 1.57 -0.86  0.066
H -1.43 -1.17 0.56  0.104
H 3.49 0.38 -1.29  -0.192
H 4.21 -1.12 0.30  -0.046

***

Record 6
CH4ClNO | ωB97M-V/def2-TZVPD

gap between HOMO and LUMO	0.409	Ha
LUMO energy	0.771	eV
E_tot	-17161.9673	eV
energy above the lowest of the compared OMol25 structures with the same formula, charge and spin	12.2	kcal per mole
SMILES string	NC=O.Cl

Each line ends with the Löwdin charge.
Cartesian coordinates (Å):
C -0.84 -0.29 -0.33  -0.467
N -0.32 0.80 0.28  0.077
O -0.56 -0.51 -1.49  -0.006
Cl 1.94 -1.52 0.25  0.346
H -1.33 -0.86 0.43  0.115
H 0.01 1.58 -0.27  0.105
H -0.73 1.11 1.15  0.094
H 1.82 -0.30 -0.01  -0.264

***

Record 7
C4H13N3 | ωB97M-V/def2-TZVPD

gap between HOMO and LUMO	0.362	Ha
LUMO energy	1.032	eV
E_tot	-8828.4030	eV
energy above the lowest of the compared OMol25 structures with the same formula, charge and spin	23.3	kcal per mole
SMILES string	NCCNCCN

Each line ends with the Löwdin charge.
Cartesian coordinates (Å):
C -0.06 -0.12 -1.23  -0.261
N -0.06 0.54 0.09  -0.077
C -1.36 0.38 0.78  -0.230
C -1.43 -0.81 1.74  -0.305
N -0.16 -1.13 2.34  -0.005
C 1.34 -0.07 -1.79  -0.296
N 1.67 1.34 -2.08  -0.012
H -0.43 -1.15 -1.26  0.116
H -0.63 0.53 -1.89  0.116
H 0.55 -0.07 0.63  0.070
H -1.59 1.32 1.29  0.102
H -2.12 0.25 0.02  0.107
H -1.85 -1.68 1.21  0.106
H -2.31 -0.56 2.34  0.103
H 0.30 -0.32 2.74  0.079
H -0.26 -1.80 3.09  0.074
H 2.05 -0.50 -1.07  0.107
H 1.35 -0.71 -2.68  0.103
H 1.19 1.87 -1.37  0.046
H 2.65 1.52 -1.91  0.056

***

Record 8
C6H11BrN3O2 | ωB97M-V/def2-TZVPD

gap between HOMO and LUMO	0.396	Ha
charge	+1
LUMO energy	-3.330	eV
E_tot	-84999.6245	eV
energy above the lowest of the compared OMol25 structures with the same formula, charge and spin	0.0	kcal per mole
SMILES string	[H]/N=C(Br)/C(=N\[H])[C@H]([NH2+]C)C(=O)OC

Each line ends with the Löwdin charge.
Cartesian coordinates (Å):
C -1.14 -2.00 -0.58  -0.731
C -0.43 -1.18 0.48  -0.256
C -0.36 1.28 -0.36  -0.524
C 2.60 0.38 1.69  -0.028
C -1.47 1.58 -2.44  -0.028
C 0.51 0.17 0.31  -0.096
N -0.59 -2.87 -1.26  0.154
N -0.36 -1.41 1.71  0.157
N 1.15 0.44 1.61  -0.046
O -0.62 2.28 0.14  0.201
O -0.76 0.74 -1.49  -0.085
Br -3.01 -1.44 -0.61  0.779
H 2.94 0.40 2.74  0.106
H 2.96 -0.57 1.24  0.109
H 3.06 1.31 1.10  0.157
H -0.79 1.93 -3.24  0.106
H -2.03 2.53 -2.04  0.135
H -2.34 0.95 -2.86  0.107
H 1.24 -0.22 -0.50  0.197
H -1.14 -3.27 -2.04  0.098
H 0.59 -0.23 2.30  0.160
H -0.82 -2.21 2.09  0.104
H 0.80 1.40 2.01  0.224

***

Record 9
C8H18O2 | ωB97M-V/def2-TZVPD

gap between HOMO and LUMO	0.321	Ha
LUMO energy	0.513	eV
E_tot	-12678.7202	eV
energy above the lowest of the compared OMol25 structures with the same formula, charge and spin	114.7	kcal per mole

Each line ends with the Löwdin charge.
Cartesian coordinates (Å):
C -0.57 0.82 -0.34  -0.423
C -1.76 0.59 0.58  -0.071
C -1.04 0.84 -1.79  -0.091
C 0.09 2.17 -0.07  -0.069
C 1.86 -0.67 -1.09  -0.076
C 0.48 -0.96 -0.56  -0.283
C -0.25 -2.00 -0.96  -0.009
H -1.61 -0.05 -2.04  0.076
H -0.61 2.98 -0.31  0.095
H -1.52 0.77 1.63  0.077
H -2.57 1.29 0.34  0.092
H -2.17 -0.42 0.47  0.077
H -1.68 1.71 -1.96  0.087
H -0.20 0.91 -2.48  0.087
H 0.36 2.34 0.97  0.081
H 0.99 2.30 -0.68  0.083
H 2.61 -1.26 -0.57  0.087
H 2.15 0.37 -0.95  0.069
H 1.94 -0.89 -2.16  0.085
H -1.22 -2.23 -0.55  0.062
H 0.12 -2.69 -1.71  0.073
C 1.03 -1.07 2.11  -0.393
O 1.01 0.28 2.04  -0.051
O 0.02 -1.64 2.87  -0.009
H 0.54 0.49 1.16  0.033
H -0.80 -1.16 2.70  0.085
H 1.99 -1.48 2.42  0.135
H 0.81 -1.35 0.93  0.092

***

Record 10
C3H10N2O2S | ωB97M-V/def2-TZVPD

gap between HOMO and LUMO	0.341	Ha
LUMO energy	0.630	eV
E_tot	-21183.4863	eV
energy above the lowest of the compared OMol25 structures with the same formula, charge and spin	29.4	kcal per mole
SMILES string	NC(=O)[C@@H](N)CS.O

Each line ends with the Löwdin charge.
Cartesian coordinates (Å):
N 0.08 0.73 1.52  0.019
C 0.74 0.28 0.31  -0.377
C 0.61 -1.30 0.10  -0.510
S 0.79 -2.21 1.63  0.749
C 0.33 1.03 -0.95  -0.494
N 1.34 1.12 -1.88  0.161
O -0.78 1.43 -1.24  0.050
H -0.50 1.54 1.37  0.068
H -0.44 -2.64 1.89  -0.144
H -0.29 0.06 2.17  0.027
H 1.77 0.53 0.55  0.117
H 1.47 -1.48 -0.57  0.062
H -0.16 -1.58 -0.62  0.082
H 2.22 0.67 -1.71  0.097
H 1.16 1.42 -2.82  0.107
H -2.75 0.86 -0.15  0.030
H -2.84 -0.60 -0.10  0.030
O -2.75 0.14 0.51  -0.073

***

Record 11
C27H29N5O2S | ωB97M-V/def2-TZVPD

gap between HOMO and LUMO	0.306	Ha
LUMO energy	0.139	eV
E_tot	-50851.1005	eV
energy above the lowest of the compared OMol25 structures with the same formula, charge and spin	5.1	kcal per mole
SMILES string	CCN(CC)CCNC(=O)c1ccc(NC(=O)c2cn(-c3ccccc3)nc2-c2cccs2)cc1

Each line ends with the Löwdin charge.
Cartesian coordinates (Å):
C -0.57 4.61 2.43  -0.081
H -0.52 3.70 3.02  0.063
H 0.03 5.38 2.92  0.081
H -1.60 4.94 2.41  0.071
C -0.07 4.38 1.01  -0.261
N 1.36 4.26 0.92  -0.196
C 1.96 4.59 -0.36  -0.168
H 2.06 5.68 -0.41  0.120
C 1.22 4.17 -1.64  -0.157
N 1.08 2.74 -1.79  0.078
C 1.12 2.14 -3.01  -0.459
O 1.40 2.72 -4.04  0.075
C 0.75 0.69 -2.94  -0.147
C 1.32 -0.16 -2.00  -0.018
C 0.88 -1.46 -1.87  -0.014
C -0.18 -1.91 -2.65  -0.256
C -0.68 -1.09 -3.66  -0.016
C -0.21 0.20 -3.81  -0.005
H -0.61 0.84 -4.57  0.125
H -1.46 -1.46 -4.31  0.120
N -0.76 -3.16 -2.42  0.146
C -1.08 -3.73 -1.22  -0.438
O -1.57 -4.84 -1.17  0.083
C -0.80 -2.93 -0.01  -0.079
C -0.12 -3.36 1.10  0.040
N -0.04 -2.33 1.97  -0.069
N -0.66 -1.25 1.48  0.154
C -1.14 -1.57 0.29  -0.263
C -1.90 -0.63 -0.48  -0.446
C -2.86 -0.87 -1.42  -0.118
C -3.39 0.32 -1.97  -0.176
C -2.82 1.44 -1.46  -0.376
S -1.64 1.07 -0.26  1.066
H -3.02 2.46 -1.70  0.067
H -4.16 0.33 -2.73  0.105
H -3.20 -1.85 -1.68  0.123
C 0.58 -2.27 3.22  -0.179
C 1.05 -3.42 3.85  -0.018
C 1.67 -3.32 5.08  -0.082
C 1.82 -2.09 5.70  -0.091
C 1.34 -0.95 5.07  -0.075
C 0.72 -1.03 3.84  -0.020
H 0.33 -0.16 3.34  0.095
H 1.44 0.02 5.55  0.105
H 2.30 -2.02 6.66  0.102
H 2.03 -4.21 5.57  0.105
H 0.93 -4.39 3.39  0.104
H 0.32 -4.32 1.29  0.134
H -1.12 -3.66 -3.23  0.161
H 1.34 -2.12 -1.16  0.123
H 2.13 0.19 -1.38  0.109
H 0.68 2.24 -1.02  0.058
H 0.23 4.64 -1.66  0.115
H 1.78 4.53 -2.50  0.123
H 2.97 4.16 -0.38  0.122
C 2.00 3.24 1.72  -0.238
C 1.85 1.78 1.27  -0.078
H 0.81 1.50 1.18  0.030
H 2.35 1.63 0.31  0.050
H 2.32 1.13 2.00  0.071
H 3.07 3.48 1.76  0.117
H 1.62 3.33 2.74  0.101
H -0.35 5.26 0.41  0.116
H -0.61 3.51 0.59  0.066

***

Record 12
C4H12OS | ωB97M-V/def2-TZVPD

gap between HOMO and LUMO	0.334	Ha
LUMO energy	0.895	eV
E_tot	-17223.6263	eV
energy above the lowest of the compared OMol25 structures with the same formula, charge and spin	44.2	kcal per mole
SMILES string	CCO.CSC

Each line ends with the Löwdin charge.
Cartesian coordinates (Å):
C -0.07 1.26 1.55  -0.409
S -1.48 0.03 1.28  0.669
C -2.57 0.98 0.11  -0.432
H -0.46 2.24 1.85  0.019
H 0.50 1.32 0.53  0.056
H 0.39 1.00 2.48  0.004
H -2.46 0.42 -0.85  0.021
H -3.61 0.84 0.62  0.044
H -2.40 2.05 -0.09  0.030
C 1.59 -1.34 -1.17  -0.380
O 1.93 -0.42 -0.19  -0.128
C 1.89 -0.75 -2.54  -0.112
H 2.11 -2.29 -0.88  0.120
H 0.47 -1.55 -1.15  0.123
H 2.89 -0.28 -0.42  0.120
H 3.01 -0.65 -2.92  0.114
H 1.40 -1.39 -3.30  0.071
H 1.30 0.17 -2.50  0.070